1.
Formula: C20H29Br40N2O
Source: the Open Molecules 2025 dataset
Level of theory: wB97M-V/def2-TZVPD

Frontier orbital gap ... 8.2 eV
HOMO level ... -0.420 Ha
Multiplicity ... 1
Charge ... +1

Last column: Löwdin charge in e.
Cartesian coordinates (Å):
Br (-7.686, -3.308, 4.121)  0.531
Br (-1.974, 2.354, -6.392)  0.527
Br (3.562, -2.115, 6.295)  0.595
Br (-2.711, -5.818, 3.524)  0.546
Br (5.432, 0.149, 4.968)  0.520
Br (-0.702, 1.324, 6.916)  0.550
Br (6.884, -1.743, -1.281)  0.545
Br (-0.021, -0.041, -7.306)  0.644
Br (-4.783, -5.045, 5.868)  0.539
Br (-11.082, -0.296, -7.389)  0.572
Br (9.986, 0.034, -6.399)  0.574
Br (-10.505, 0.779, -4.406)  0.543
Br (-2.383, 6.108, -1.962)  0.555
Br (6.911, -0.482, 1.685)  0.535
Br (-5.521, 1.300, -0.867)  0.593
Br (-4.257, -2.035, 2.723)  0.533
Br (-6.612, -4.274, 1.240)  0.529
Br (2.112, 1.992, 5.494)  0.518
Br (-6.409, 0.428, -3.839)  0.572
Br (-2.835, -0.709, -5.884)  0.552
Br (0.862, 1.144, -3.775)  0.640
Br (2.732, 3.409, -5.102)  0.589
Br (5.138, -6.036, 5.964)  0.530
Br (-0.864, 4.324, 1.269)  0.670
Br (-3.369, -1.163, 5.696)  0.553
Br (-9.676, -4.813, 2.081)  0.579
Br (2.097, -6.994, 6.434)  0.555
Br (3.633, 0.316, -5.195)  0.592
Br (-3.566, 1.868, -3.364)  0.517
Br (-9.064, -1.905, -5.458)  0.537
Br (9.488, -0.166, -0.224)  0.561
Br (7.430, -1.288, -4.949)  0.510
Br (0.159, 4.388, 6.408)  0.574
Br (6.333, -2.943, 4.875)  0.557
Br (0.736, 6.865, -1.670)  0.576
Br (-1.664, -4.288, 6.160)  0.524
Br (8.843, 1.311, -3.671)  0.541
Br (-0.311, 5.334, -4.306)  0.538
Br (3.105, -6.228, 3.471)  0.548
Br (-1.414, -0.595, 3.198)  0.615
O (4.180, 2.319, 0.171)  -0.115
N (-0.172, 0.601, -0.896)  0.017
N (2.792, -0.905, 0.907)  -0.022
C (7.549, -0.311, -0.145)  -1.594
C (3.110, 0.085, -0.215)  -0.190
C (9.098, -0.316, -4.705)  -1.588
C (-0.635, 2.350, 0.845)  -0.573
C (0.270, 2.555, 5.765)  -1.609
C (-1.580, 0.346, -0.321)  -0.144
C (1.794, 2.485, -0.623)  -0.094
C (-1.863, 0.522, -7.035)  -1.539
C (3.290, -5.880, 5.376)  -1.609
C (2.136, 1.559, -5.185)  -1.571
C (0.230, 2.006, -0.508)  -0.291
C (2.852, 1.631, 0.293)  -0.287
C (4.836, -1.701, 4.885)  -1.576
C (-9.783, -0.164, -5.946)  -1.620
C (-2.955, -5.550, 5.435)  -1.573
C (-3.258, -0.757, 3.797)  -1.538
C (-2.095, 1.756, 0.354)  -0.213
C (-5.409, 1.706, -2.766)  -1.548
C (-0.555, 5.602, -2.395)  -1.609
C (-8.141, -3.631, 2.257)  -1.589
H (-0.219, 2.530, 4.785)  -0.048
H (-0.168, 1.680, 1.691)  0.091
H (-0.367, 4.639, -1.910)  -0.083
H (-1.377, -0.312, 0.652)  0.047
H (-8.429, -2.667, 1.826)  -0.022
H (2.883, -0.445, 1.851)  0.070
H (-0.247, 0.343, -1.919)  0.051
H (0.346, -0.217, -0.496)  0.150
H (-2.352, 0.497, -8.015)  -0.015
H (2.197, 2.519, -1.736)  0.098
H (4.311, -1.825, 3.933)  -0.031
H (-2.333, -0.279, -0.991)  0.153
H (2.541, -0.204, -1.201)  0.110
H (1.611, 1.434, -6.137)  -0.128
H (-3.728, 0.221, 3.650)  -0.020
H (-5.880, 2.684, -2.912)  -0.012
H (-0.286, 2.691, -1.338)  0.135
H (7.142, 0.626, -0.539)  -0.029
H (-2.662, 2.278, -0.531)  0.067
H (2.588, 1.701, 1.453)  0.156
H (-2.705, 1.527, 1.334)  0.114
H (-2.767, -6.514, 5.920)  -0.020
H (4.266, -0.044, -0.460)  0.106
H (2.989, -4.841, 5.543)  -0.091
H (4.498, 2.622, 1.073)  0.115
H (1.826, 3.607, -0.218)  0.134
H (1.781, -1.170, 0.842)  0.045
H (9.763, -0.964, -4.123)  -0.019
H (-8.946, 0.433, -6.323)  -0.033

***

2.
Formula: C4H6N2
Source: the Open Molecules 2025 dataset
Level of theory: wB97M-V/def2-TZVPD

Relative energy (zero: lowest compared OMol25 entry of this formula, charge and spin) ... 424.9 kJ/mol
Frontier orbital gap ... 8.7 eV
HOMO level ... -0.294 Ha
Multiplicity ... 1

Last column: Löwdin charge in e.
Cartesian coordinates (Å):
N (-0.278, -2.136, 1.292)  -0.240
N (0.799, -2.627, 1.025)  0.055
C (0.195, 0.571, -1.095)  -0.138
C (0.704, 1.919, -0.647)  -0.095
C (-0.971, -1.068, 0.565)  -0.102
C (-0.369, -0.279, -0.283)  -0.041
H (-0.853, -2.451, 2.105)  0.122
H (1.763, 1.868, -0.372)  0.079
H (-2.032, -0.992, 0.794)  0.103
H (0.143, 2.274, 0.222)  0.077
H (0.601, 2.652, -1.454)  0.071
H (0.307, 0.299, -2.145)  0.110

***

3.
Formula: C29H27NO6S2
Source: the Open Molecules 2025 dataset
Level of theory: wB97M-V/def2-TZVPD

Relative energy (zero: lowest compared OMol25 entry of this formula, charge and spin) ... 0.0 kJ/mol
Frontier orbital gap ... 7.0 eV
HOMO level ... -0.260 Ha
Multiplicity ... 1

Last column: Löwdin charge in e.
Cartesian coordinates (Å):
S (0.626, 2.014, 1.686)  0.697
S (2.198, -0.465, 0.992)  0.717
O (2.245, -0.502, -0.459)  -0.306
O (1.353, 2.581, 0.566)  -0.294
O (1.053, 2.278, 3.044)  -0.292
O (-1.267, 1.103, -2.620)  0.016
O (0.659, 0.402, -3.632)  -0.040
O (2.387, -1.668, 1.769)  -0.278
N (-1.865, -1.816, -2.500)  -0.042
C (-3.736, 3.275, 1.224)  -0.070
C (5.311, 2.169, 0.914)  -0.065
C (-1.144, -4.035, 2.799)  -0.077
C (-0.696, -4.762, 1.685)  -0.075
C (-0.517, -0.493, 1.670)  -0.023
C (-0.184, -2.689, 0.539)  -0.040
C (4.792, 1.746, 3.244)  -0.064
C (-1.064, 2.574, 1.530)  -0.292
C (-1.888, -3.189, -2.321)  -0.059
C (-2.928, 3.090, 0.096)  -0.057
C (2.287, 1.721, -4.706)  -0.076
C (-1.839, 2.829, 2.667)  -0.060
C (-4.118, -3.026, -1.432)  -0.082
C (-4.157, -1.696, -1.848)  -0.058
C (-0.649, -1.215, -2.695)  -0.035
C (4.293, 1.297, 0.527)  -0.057
C (-2.963, -3.770, -1.696)  -0.070
C (-0.602, -1.947, 1.663)  -0.220
C (-3.189, 3.148, 2.507)  -0.074
C (-1.585, 2.758, 0.249)  -0.048
C (0.979, 1.788, -3.955)  -0.212
C (3.508, 0.675, 1.500)  -0.290
C (-0.260, -4.082, 0.536)  -0.076
C (0.582, 0.254, 1.406)  -0.281
C (-3.043, -1.090, -2.386)  -0.008
C (5.551, 2.411, 2.272)  -0.069
C (-1.153, -2.641, 2.760)  -0.025
C (-0.505, 0.185, -2.956)  -0.480
C (3.789, 0.853, 2.858)  -0.067
H (5.912, 2.659, 0.144)  0.108
H (0.164, -2.148, -0.342)  0.093
H (-2.994, -0.038, -2.646)  0.115
H (-2.886, -4.816, -1.410)  0.113
H (2.752, 2.705, -4.758)  0.074
H (4.976, 1.920, 4.309)  0.110
H (2.104, 1.384, -5.731)  0.076
H (-1.531, -2.063, 3.607)  0.118
H (-3.814, 3.288, 3.391)  0.107
H (6.332, 3.115, 2.573)  0.107
H (-5.055, -1.093, -1.751)  0.111
H (-4.973, -3.488, -0.946)  0.101
H (-1.487, -4.558, 3.699)  0.106
H (0.171, 2.196, -4.577)  0.124
H (1.070, 2.364, -3.024)  0.123
H (3.218, 0.299, 3.602)  0.121
H (-0.978, -3.724, -2.600)  0.131
H (4.092, 1.107, -0.525)  0.114
H (-0.708, -5.856, 1.704)  0.104
H (2.988, 1.025, -4.236)  0.081
H (-3.333, 3.193, -0.912)  0.113
H (-1.384, 2.765, 3.653)  0.115
H (0.217, -1.856, -2.834)  0.124
H (0.028, -4.640, -0.362)  0.107
H (-0.946, 2.618, -0.620)  0.103
H (-4.795, 3.518, 1.102)  0.107
H (-1.402, 0.058, 1.990)  0.128

***

4.
Formula: C9H24ClI2OP2Tl
Source: the Open Molecules 2025 dataset
Level of theory: wB97M-V/def2-TZVPD

Relative energy (zero: lowest compared OMol25 entry of this formula, charge and spin) ... 64.9 kJ/mol
Frontier orbital gap ... 6.8 eV
HOMO level ... -0.537 Ha
Multiplicity ... 1
Charge ... +2

Last column: Löwdin charge in e.
Cartesian coordinates (Å):
Tl (1.283, 4.326, 0.653)  0.611
I (1.566, -0.640, -0.131)  0.751
I (-1.571, 0.238, 0.222)  0.729
Cl (2.784, 5.708, 2.155)  -0.302
P (-0.885, 1.811, -1.617)  0.523
P (1.700, -0.500, 2.267)  0.436
O (-0.584, -2.218, -2.321)  -0.030
C (-1.582, 0.995, -3.057)  -0.233
C (-0.703, -3.888, -0.611)  -0.027
C (0.823, 0.949, 2.845)  -0.264
C (0.833, 2.132, -2.076)  -0.302
C (1.050, -2.023, 2.945)  -0.221
C (-1.292, -2.870, -1.550)  -0.552
C (-1.702, 3.403, -1.440)  -0.240
C (3.418, -0.332, 2.732)  -0.223
C (-2.781, -2.740, -1.462)  -0.046
H (0.942, 0.989, 3.936)  0.091
H (-0.928, -3.610, 0.426)  0.082
H (0.843, 2.753, -2.984)  0.095
H (-3.056, -2.173, -0.559)  0.032
H (-0.051, -2.028, 2.912)  0.071
H (-0.245, 0.882, 2.590)  -0.027
H (-1.161, -4.862, -0.815)  0.105
H (1.238, 1.863, 2.406)  0.011
H (1.397, 2.629, -1.275)  -0.091
H (0.379, -3.920, -0.759)  0.079
H (1.337, 1.180, -2.291)  0.005
H (3.489, -0.545, 3.812)  0.086
H (-1.241, 1.567, -3.926)  0.080
H (-1.212, 4.012, -0.663)  -0.025
H (1.444, -2.893, 2.396)  0.077
H (-3.148, -2.212, -2.342)  0.092
H (-1.241, -0.045, -3.136)  0.046
H (3.746, 0.698, 2.523)  0.080
H (-2.674, 1.016, -3.005)  0.077
H (1.402, -2.052, 3.989)  0.082
H (-2.750, 3.254, -1.153)  0.074
H (-1.668, 3.922, -2.408)  0.091
H (-3.239, -3.736, -1.395)  0.103
H (4.039, -1.039, 2.165)  0.075

***

5.
Formula: C6H7N4O
Source: the Open Molecules 2025 dataset
Level of theory: wB97M-V/def2-TZVPD

Relative energy (zero: lowest compared OMol25 entry of this formula, charge and spin) ... 263.2 kJ/mol
Frontier orbital gap (alpha / beta) ... 7.6 / 7.6 eV
HOMO level (alpha / beta) ... -0.465 / -0.465 Ha
Multiplicity ... 1
SMILES ... OC/C1=N/C=N\C=C=[N+]=CN1
Charge ... +1

Last column: Löwdin charge in e.
Cartesian coordinates (Å):
O (1.024, 2.027, 1.587)  -0.028
N (-0.693, -2.023, -1.686)  0.123
N (-0.265, 0.291, -1.413)  0.137
N (0.271, -0.408, 0.728)  0.192
N (0.111, -2.833, 0.881)  0.131
C (-0.845, -0.798, -2.032)  -0.080
C (-0.362, -3.152, -1.320)  0.097
C (-0.046, -1.567, 1.214)  -0.125
C (0.951, 1.861, 0.203)  -0.179
C (-0.123, -3.691, -0.053)  -0.096
C (0.256, 0.525, -0.140)  -0.199
H (0.140, -4.745, -0.023)  0.127
H (0.384, 2.482, -0.395)  0.091
H (-0.437, 1.152, -1.921)  0.158
H (1.984, 1.822, -0.236)  0.159
H (-1.715, -0.706, -2.737)  0.173
H (-0.481, -1.516, 2.236)  0.158
H (1.731, 2.715, 1.830)  0.160

***

Number 1: E -2827923.249 eV. Number 2: E -7221.187 eV. Number 3: E -65953.330 eV. Number 4: E -63751.069 eV. Number 5: E -14331.562 eV.